(1)
{"formula": "C7H20N2Si", "method": "wB97M-V/def2-TZVPD", "multiplicity": 1, "de_lowest_kcal_mol": 49.93, "homo_lumo_gap_ev": 8.289, "homo_ev": -7.57, "symbols": ["C", "C", "C", "C", "C", "C", "C", "N", "N", "Si", "H", "H", "H", "H", "H", "H", "H", "H", "H", "H", "H", "H", "H", "H", "H", "H", "H", "H", "H", "H"], "positions_angstrom": [[-3.189, 0.852, -0.589], [-1.214, -2.000, 1.162], [2.354, 1.057, 1.413], [2.603, 1.387, -0.999], [0.474, -0.883, -1.793], [-1.994, 1.683, -0.344], [0.267, -1.687, 1.220], [-1.171, 1.226, 0.769], [2.023, 0.617, 0.050], [0.564, -0.266, -0.028], [-2.971, -0.152, -0.178], [-4.159, 1.258, -0.049], [-3.516, 0.925, -1.692], [-1.162, -2.973, 1.677], [-1.850, -1.250, 1.774], [-1.656, -1.853, 0.249], [2.177, 0.080, 1.998], [3.444, 1.175, 1.391], [1.808, 1.963, 1.754], [3.145, 0.629, -1.733], [1.898, 2.077, -1.476], [3.371, 1.954, -0.460], [0.912, -1.942, -1.837], [-0.533, -1.101, -2.078], [0.881, -0.257, -2.581], [-1.313, 1.698, -1.272], [-2.250, 2.765, -0.094], [0.855, -2.451, 0.836], [0.533, -1.518, 2.257], [-0.594, 2.014, 0.967]], "forces_ev_per_a": [[-3.21, 0.43, -0.40], [0.21, 0.64, 4.19], [0.28, -2.21, -0.17], [1.60, -1.25, -0.92], [0.03, -1.65, 0.24], [2.10, 2.11, -0.70], [-0.44, 3.26, -0.58], [1.54, -2.85, -1.02], [-1.24, -0.39, 1.34], [-1.65, 1.40, 1.28], [-0.47, 0.23, -0.74], [2.02, -0.85, -0.63], [0.68, -0.73, 1.57], [-1.53, -0.04, -0.80], [1.40, -1.20, -0.48], [-0.94, -0.84, -2.60], [0.05, 2.07, 0.04], [-0.17, 0.45, 0.55], [0.36, -0.64, 0.06], [-1.16, 1.97, 0.99], [0.29, -0.14, -0.31], [0.15, 0.28, -0.86], [-0.05, 1.55, 0.14], [-0.99, 0.11, -0.21], [0.28, 0.07, 0.15], [-1.30, 0.31, 0.67], [0.01, -1.10, -0.68], [1.04, -1.84, -0.59], [0.31, 0.26, 0.03], [0.80, 0.58, 0.46]]}

---

(2)
{"formula": "C7H12", "method": "wB97M-V/def2-TZVPD", "multiplicity": 1, "de_lowest_kcal_mol": 51.81, "smiles": "C=C/C=C\\C.C=C", "homo_lumo_gap_ev": 9.933, "homo_ev": -8.76, "symbols": ["C", "C", "C", "C", "C", "C", "C", "H", "H", "H", "H", "H", "H", "H", "H", "H", "H", "H", "H"], "positions_angstrom": [[1.793, -0.715, 0.066], [1.586, 0.718, -0.237], [0.753, 1.626, 0.248], [-1.469, -0.391, -1.688], [-1.791, -1.587, -1.212], [-0.705, 0.358, 1.823], [-0.012, 1.434, 1.456], [2.795, -1.016, -0.248], [1.700, -0.901, 1.135], [1.088, -1.368, -0.462], [2.215, 1.117, -1.010], [0.811, 2.637, -0.151], [-1.371, 0.458, -1.037], [-1.377, -0.202, -2.750], [-1.986, -1.834, -0.180], [-1.935, -2.431, -1.864], [-0.624, -0.620, 1.365], [-1.367, 0.394, 2.680], [-0.103, 2.324, 2.066]], "forces_ev_per_a": [[0.24, -0.29, 0.37], [0.28, 0.37, -1.22], [0.84, -0.14, 0.66], [-0.44, -0.28, 0.24], [-0.10, -0.10, -0.36], [0.13, -0.24, 0.49], [-1.30, 0.16, 0.18], [-0.06, -0.01, 0.06], [-0.09, -0.16, 0.13], [-0.04, 0.21, 0.07], [0.27, -0.10, -0.59], [-0.05, -0.14, 0.09], [0.11, 0.21, 0.17], [0.15, -0.12, -0.01], [0.16, 0.39, 0.27], [0.05, -0.15, -0.35], [-0.13, 0.22, -0.44], [0.23, 0.04, 0.17], [-0.24, 0.13, 0.08]]}

---

(3)
{"formula": "C5H12FeN5O2Se3Te", "method": "wB97M-V/def2-TZVPD", "multiplicity": 6, "de_lowest_kcal_mol": 11.18, "homo_lumo_gap_ev": [6.844, 5.447], "homo_ev": [-7.00, -7.14], "symbols": ["Fe", "Se", "Se", "Te", "Se", "C", "C", "O", "H", "H", "H", "H", "H", "H", "C", "C", "O", "H", "H", "H", "N", "N", "N", "C", "N", "N", "H", "H", "H"], "positions_angstrom": [[-0.422, -1.358, -0.538], [0.478, -1.722, -2.648], [0.321, -3.692, -3.639], [-2.873, -0.912, -1.081], [-2.098, -2.166, 0.878], [-0.054, 1.479, 3.447], [-0.192, 1.338, 1.942], [-0.019, -0.008, 1.511], [-0.298, 2.497, 3.751], [0.971, 1.268, 3.758], [-0.728, 0.788, 3.951], [0.528, 1.993, 1.438], [-1.196, 1.620, 1.620], [0.788, -0.373, 1.892], [0.428, -4.300, -0.140], [0.583, -2.836, 0.065], [1.426, -2.259, 0.710], [0.596, -4.819, 0.806], [1.179, -4.628, -0.862], [-0.553, -4.539, -0.536], [-1.024, 3.596, -2.528], [-0.180, 2.679, -1.973], [1.118, 2.825, -1.976], [1.501, 1.683, -1.418], [0.465, 0.895, -1.114], [-0.615, 1.556, -1.478], [-0.690, 4.537, -2.387], [-1.969, 3.434, -2.217], [2.528, 1.424, -1.235]], "forces_ev_per_a": [[0.93, 0.70, 0.71], [0.65, 0.37, -0.91], [-0.14, -0.54, -0.14], [-1.02, 0.08, 0.06], [-0.94, -0.37, 0.16], [-0.03, -0.06, -0.17], [-0.02, 0.03, 0.06], [0.08, 0.10, 0.18], [0.02, 0.00, 0.03], [-0.02, -0.02, 0.05], [0.01, 0.02, 0.04], [-0.05, 0.01, -0.05], [0.02, 0.00, -0.03], [0.06, -0.09, -0.11], [0.08, -0.18, 0.07], [0.19, 0.07, 0.17], [0.30, -0.27, 0.07], [0.03, 0.07, 0.02], [0.00, 0.02, 0.00], [0.01, 0.01, -0.05], [-0.24, 0.14, -0.70], [0.09, -0.38, 0.34], [0.04, 0.12, 0.03], [0.20, -0.33, 0.13], [-0.30, 0.00, -0.20], [0.00, 0.49, -0.10], [0.09, 0.03, 0.23], [-0.03, -0.02, 0.18], [0.00, -0.01, -0.05]]}

---

Question: Look up the multiplicity of the first one.
Answer: 1

---

Question: What is the multiplicity in the first record?
Answer: 1

---

Please write out number 2 again, unchanged.
{"formula": "C7H12", "method": "wB97M-V/def2-TZVPD", "multiplicity": 1, "de_lowest_kcal_mol": 51.81, "smiles": "C=C/C=C\\C.C=C", "homo_lumo_gap_ev": 9.933, "homo_ev": -8.76, "symbols": ["C", "C", "C", "C", "C", "C", "C", "H", "H", "H", "H", "H", "H", "H", "H", "H", "H", "H", "H"], "positions_angstrom": [[1.793, -0.715, 0.066], [1.586, 0.718, -0.237], [0.753, 1.626, 0.248], [-1.469, -0.391, -1.688], [-1.791, -1.587, -1.212], [-0.705, 0.358, 1.823], [-0.012, 1.434, 1.456], [2.795, -1.016, -0.248], [1.700, -0.901, 1.135], [1.088, -1.368, -0.462], [2.215, 1.117, -1.010], [0.811, 2.637, -0.151], [-1.371, 0.458, -1.037], [-1.377, -0.202, -2.750], [-1.986, -1.834, -0.180], [-1.935, -2.431, -1.864], [-0.624, -0.620, 1.365], [-1.367, 0.394, 2.680], [-0.103, 2.324, 2.066]], "forces_ev_per_a": [[0.24, -0.29, 0.37], [0.28, 0.37, -1.22], [0.84, -0.14, 0.66], [-0.44, -0.28, 0.24], [-0.10, -0.10, -0.36], [0.13, -0.24, 0.49], [-1.30, 0.16, 0.18], [-0.06, -0.01, 0.06], [-0.09, -0.16, 0.13], [-0.04, 0.21, 0.07], [0.27, -0.10, -0.59], [-0.05, -0.14, 0.09], [0.11, 0.21, 0.17], [0.15, -0.12, -0.01], [0.16, 0.39, 0.27], [0.05, -0.15, -0.35], [-0.13, 0.22, -0.44], [0.23, 0.04, 0.17], [-0.24, 0.13, 0.08]]}

---

What did the third record say?
{"formula": "C5H12FeN5O2Se3Te", "method": "wB97M-V/def2-TZVPD", "multiplicity": 6, "de_lowest_kcal_mol": 11.18, "homo_lumo_gap_ev": [6.844, 5.447], "homo_ev": [-7.00, -7.14], "symbols": ["Fe", "Se", "Se", "Te", "Se", "C", "C", "O", "H", "H", "H", "H", "H", "H", "C", "C", "O", "H", "H", "H", "N", "N", "N", "C", "N", "N", "H", "H", "H"], "positions_angstrom": [[-0.422, -1.358, -0.538], [0.478, -1.722, -2.648], [0.321, -3.692, -3.639], [-2.873, -0.912, -1.081], [-2.098, -2.166, 0.878], [-0.054, 1.479, 3.447], [-0.192, 1.338, 1.942], [-0.019, -0.008, 1.511], [-0.298, 2.497, 3.751], [0.971, 1.268, 3.758], [-0.728, 0.788, 3.951], [0.528, 1.993, 1.438], [-1.196, 1.620, 1.620], [0.788, -0.373, 1.892], [0.428, -4.300, -0.140], [0.583, -2.836, 0.065], [1.426, -2.259, 0.710], [0.596, -4.819, 0.806], [1.179, -4.628, -0.862], [-0.553, -4.539, -0.536], [-1.024, 3.596, -2.528], [-0.180, 2.679, -1.973], [1.118, 2.825, -1.976], [1.501, 1.683, -1.418], [0.465, 0.895, -1.114], [-0.615, 1.556, -1.478], [-0.690, 4.537, -2.387], [-1.969, 3.434, -2.217], [2.528, 1.424, -1.235]], "forces_ev_per_a": [[0.93, 0.70, 0.71], [0.65, 0.37, -0.91], [-0.14, -0.54, -0.14], [-1.02, 0.08, 0.06], [-0.94, -0.37, 0.16], [-0.03, -0.06, -0.17], [-0.02, 0.03, 0.06], [0.08, 0.10, 0.18], [0.02, 0.00, 0.03], [-0.02, -0.02, 0.05], [0.01, 0.02, 0.04], [-0.05, 0.01, -0.05], [0.02, 0.00, -0.03], [0.06, -0.09, -0.11], [0.08, -0.18, 0.07], [0.19, 0.07, 0.17], [0.30, -0.27, 0.07], [0.03, 0.07, 0.02], [0.00, 0.02, 0.00], [0.01, 0.01, -0.05], [-0.24, 0.14, -0.70], [0.09, -0.38, 0.34], [0.04, 0.12, 0.03], [0.20, -0.33, 0.13], [-0.30, 0.00, -0.20], [0.00, 0.49, -0.10], [0.09, 0.03, 0.23], [-0.03, -0.02, 0.18], [0.00, -0.01, -0.05]]}